[1]
{
  "formula": "C33H75AsF6N9O3",
  "method": "ωB97M-V with the def2-TZVPD basis set",
  "symbols": ["As", "F", "F", "F", "F", "F", "F", "C", "C", "N", "C", "C", "N", "C", "C", "H", "H", "H", "H", "H", "H", "H", "H", "H", "H", "H", "C", "C", "N", "C", "C", "N", "C", "C", "H", "H", "H", "H", "H", "H", "H", "H", "H", "H", "H", "C", "C", "N", "C", "C", "N", "C", "C", "H", "H", "H", "H", "H", "H", "H", "H", "H", "H", "H", "C", "N", "C", "C", "C", "C", "O", "H", "H", "H", "H", "H", "H", "H", "H", "H", "H", "H", "H", "H", "H", "C", "N", "C", "C", "C", "C", "O", "H", "H", "H", "H", "H", "H", "H", "H", "H", "H", "H", "H", "H", "H", "C", "N", "C", "C", "C", "C", "O", "H", "H", "H", "H", "H", "H", "H", "H", "H", "H", "H", "H", "H", "H"],
  "coordinates": [[2.9783, 4.7591, -3.8468], [2.6479, 6.1610, -4.8536], [2.8904, 5.7817, -2.4036], [3.2237, 3.3977, -2.7302], [3.1517, 3.7417, -5.2767], [4.6899, 5.0434, -3.8983], [1.2648, 4.4648, -3.6868], [0.8926, 3.0718, -7.1595], [0.1041, 2.2740, -8.2186], [-0.4033, 3.0576, -9.3359], [-1.6946, 3.4177, -9.6071], [-1.6547, 4.2237, -10.7083], [-0.3617, 4.2127, -11.1859], [0.3919, 3.5671, -10.2833], [0.1013, 4.7178, -12.4694], [1.7797, 3.4461, -7.6900], [1.3624, 2.4705, -6.3887], [0.3053, 3.9270, -6.8306], [-0.7693, 1.8805, -7.6884], [0.5722, 1.3347, -8.5117], [-2.4602, 2.9506, -9.0093], [-2.4599, 4.6801, -11.2605], [1.4448, 3.3730, -10.3992], [0.6226, 3.9794, -13.0790], [0.8204, 5.5171, -12.2918], [-0.7338, 5.0492, -13.0807], [5.7090, 2.6646, -9.4593], [4.9939, 3.2951, -8.2661], [5.9404, 3.8579, -7.2946], [6.9780, 3.1627, -6.7343], [7.5564, 3.9995, -5.8530], [6.8721, 5.1855, -5.8147], [5.9296, 5.0938, -6.7665], [7.1722, 6.4295, -5.1306], [6.6900, 3.0919, -9.6662], [5.1560, 2.7646, -10.3936], [5.8262, 1.5880, -9.3310], [4.3934, 2.5451, -7.7550], [4.3630, 4.1047, -8.6297], [7.2246, 2.1476, -6.9918], [8.4629, 3.8410, -5.2897], [5.1108, 5.7681, -6.9463], [6.9419, 6.3440, -4.0720], [6.5444, 7.2389, -5.5008], [8.1898, 6.7332, -5.3694], [-2.0666, 4.8065, -1.7202], [-1.4243, 3.4491, -1.4893], [-0.4108, 3.5610, -0.4208], [-0.6078, 3.9361, 0.8824], [0.6168, 4.0573, 1.4433], [1.5421, 3.5194, 0.5791], [0.8693, 3.1758, -0.5381], [2.9655, 3.4285, 0.7978], [-3.1433, 4.7634, -1.8910], [-1.6543, 5.2192, -2.6441], [-2.0010, 5.5266, -0.9050], [-0.8179, 3.0580, -2.3034], [-2.1870, 2.7128, -1.2412], [-1.5451, 4.2729, 1.2934], [0.9042, 4.4237, 2.4155], [1.3481, 2.8323, -1.4393], [3.3981, 2.5878, 0.2546], [3.2312, 3.2928, 1.8427], [3.5408, 4.2678, 0.4035], [0.0437, 7.2994, -8.5727], [0.6059, 7.9595, -7.3311], [2.0888, 7.6940, -7.3834], [0.3684, 9.4315, -7.4391], [0.0054, 7.3969, -6.0458], [-1.4911, 7.2043, -6.0610], [-1.8327, 6.0949, -6.8911], [-1.0342, 7.4477, -8.6052], [0.1724, 6.2230, -8.4968], [0.5012, 7.8034, -9.4182], [2.5123, 8.2678, -6.5642], [2.4207, 7.9916, -8.3762], [2.3372, 6.6376, -7.3145], [0.9539, 9.9606, -6.6834], [-0.6769, 9.6970, -7.3185], [0.7986, 9.8130, -8.3644], [0.3106, 8.1938, -5.3667], [0.5558, 6.4924, -5.8024], [-2.0043, 8.1051, -6.4063], [-1.8373, 6.9837, -5.0498], [-2.7921, 5.9887, -6.8602], [2.1856, 8.2575, 0.3724], [1.0025, 8.6482, -0.4761], [1.4821, 9.5627, -1.5846], [0.2019, 7.5273, -1.0558], [0.0576, 9.5161, 0.3777], [-0.3276, 8.9228, 1.7279], [-1.1055, 7.7512, 1.5148], [2.5760, 9.1194, 0.9027], [2.8781, 7.8086, -0.3363], [1.7793, 7.5226, 1.0643], [2.0428, 10.3727, -1.1302], [0.5893, 9.8579, -2.1288], [2.1416, 8.9644, -2.2132], [0.8468, 7.0363, -1.7905], [-0.6392, 7.9128, -1.6242], [-0.0528, 6.8183, -0.2770], [-0.8645, 9.5956, -0.1960], [0.4870, 10.5074, 0.5080], [-1.0133, 9.6556, 2.1597], [0.5049, 8.7590, 2.4107], [-1.8364, 7.6683, 2.1347], [5.0592, 0.3608, -1.9136], [5.3240, 0.3170, -3.4031], [3.9465, 0.3577, -4.0660], [6.1295, 1.5201, -3.7876], [5.9741, -1.0258, -3.8097], [7.3731, -1.2413, -3.2759], [7.5740, -1.2872, -1.9022], [4.4181, -0.4378, -1.5641], [4.6958, 1.3733, -1.7348], [6.0568, 0.3682, -1.4752], [3.4033, -0.4997, -3.6703], [3.9651, 0.1596, -5.1369], [3.5089, 1.3137, -3.7962], [7.0353, 1.4640, -3.1829], [5.6015, 2.4434, -3.5582], [6.3967, 1.3732, -4.8285], [5.8570, -1.1249, -4.8852], [5.2854, -1.7094, -3.3083], [8.0707, -0.5378, -3.7375], [7.7245, -2.1575, -3.7682], [7.1662, -2.0537, -1.4801]],
  "forces_ev_per_angstrom": [[0.09, 0.32, 1.37], [0.21, -0.54, 0.15], [-0.08, -0.21, -0.70], [0.12, 0.13, -0.80], [-0.29, 0.36, 0.77], [-0.29, -0.09, -0.15], [0.27, -0.04, -0.50], [0.88, 0.25, -2.13], [-1.15, -1.04, 2.10], [1.43, 0.26, -0.51], [0.16, 0.12, 0.27], [-0.50, -0.86, -0.46], [0.06, -0.35, 1.24], [-0.43, -0.25, -0.78], [0.60, 0.57, -0.62], [-0.04, 0.41, 0.14], [-0.73, -0.17, 0.30], [0.03, -0.17, 0.44], [-0.25, 0.20, -0.28], [0.47, 0.41, -0.58], [-0.36, 0.54, -0.11], [0.02, -0.04, -0.02], [0.00, 0.01, 0.08], [-0.15, -0.41, 0.42], [-0.26, 0.21, -0.13], [-0.08, 0.21, 0.29], [0.19, -0.54, -0.37], [0.25, 0.13, -0.64], [-0.06, 0.59, 0.18], [-0.16, 0.13, -0.06], [1.24, -0.01, 1.10], [-0.88, -0.17, -2.17], [-0.68, -1.16, 0.44], [0.17, 0.65, 0.27], [-0.02, 0.12, 0.20], [-0.23, 0.17, 0.17], [0.19, 0.05, 0.12], [-0.17, 0.17, 0.11], [-0.07, 0.10, 0.33], [0.07, 0.08, -0.19], [-0.10, 0.08, 0.14], [0.28, 0.35, 0.00], [0.44, -0.15, 0.05], [-0.19, -0.30, -0.25], [0.11, -0.17, 0.43], [-0.51, 0.41, -1.06], [0.19, -0.10, 0.68], [0.45, -1.73, 0.52], [0.07, 1.63, 0.02], [0.30, -0.56, 0.87], [-1.25, 0.05, -0.77], [0.43, 1.14, 0.04], [1.48, -0.37, -0.34], [0.04, -0.49, -0.06], [0.11, 0.37, 0.24], [0.50, -0.20, 0.10], [-0.49, 0.23, -0.47], [0.25, -0.15, 0.29], [-0.10, -0.15, -0.20], [-0.07, -0.17, 0.05], [-0.09, -0.08, -0.04], [-0.44, -0.24, 0.08], [-0.41, 0.04, 0.09], [-0.53, 0.40, 0.10], [-0.79, 0.41, 0.46], [-0.26, -1.03, -1.19], [-0.34, 0.39, -0.01], [0.81, 0.63, 0.28], [0.61, 0.75, -0.31], [-0.34, -0.26, -0.25], [0.12, 0.02, 0.12], [0.13, 0.22, -0.02], [0.42, 0.03, -0.18], [0.13, -0.37, -0.15], [0.45, -0.10, -0.18], [0.19, 0.53, 0.23], [-0.48, -0.07, 0.43], [-0.17, -0.31, 0.30], [-0.06, -0.22, -0.23], [-0.42, -0.26, -0.27], [-0.32, -0.37, 0.60], [-0.12, -0.12, -0.03], [0.00, 0.10, 0.07], [0.22, 0.28, 0.19], [0.05, -0.05, -0.03], [-1.08, -0.98, -0.85], [-0.62, 2.14, 0.59], [-0.09, -1.15, 0.32], [1.51, -0.55, -0.60], [-0.31, -0.62, 0.27], [-1.13, 0.35, -0.12], [0.43, -0.69, -0.40], [0.06, 0.08, -0.15], [0.36, -0.04, 0.38], [0.46, -0.07, 0.15], [-0.18, 0.22, -0.16], [0.19, 0.42, -0.07], [-0.02, 0.10, -0.10], [0.09, -0.14, 0.15], [-0.24, 0.17, 0.48], [-0.32, 0.19, 0.03], [0.07, 0.18, -0.11], [0.24, -0.10, -0.02], [0.46, 0.34, 0.20], [0.03, -0.03, -0.01], [0.13, 0.29, 0.21], [1.48, 1.28, -0.50], [-1.40, -0.28, -0.51], [0.60, -0.53, 0.43], [0.43, -1.13, 0.42], [-0.90, 0.62, 1.58], [0.90, -0.83, -1.52], [-0.37, 0.68, 0.32], [-0.02, -0.05, -0.11], [-0.62, -0.24, 0.13], [-0.23, -0.57, 0.37], [-0.21, 0.26, 0.28], [0.51, 0.48, -0.07], [-0.23, -0.08, -0.16], [0.07, 0.21, -0.12], [-0.19, -0.12, -0.26], [-0.10, 0.39, -0.09], [0.35, 0.02, -0.06], [0.12, -0.40, -0.32], [-0.04, 0.42, 0.50], [-0.26, -0.27, 0.15], [0.17, -0.17, -0.25]],
  "charge": 5,
  "lumo_energy_ha": -0.3651,
  "de_lowest_kcal_mol": 19.2
}

[2]
{
  "formula": "C7H14N",
  "method": "ωB97M-V with the def2-TZVPD basis set",
  "symbols": ["C", "C", "C", "C", "H", "H", "H", "H", "H", "H", "H", "H", "C", "C", "C", "N", "H", "H", "H", "H", "H", "H"],
  "coordinates": [[-2.5938, 0.7650, 1.4503], [-1.3212, 0.4562, 0.6462], [-0.7012, 1.6984, 0.0862], [0.4242, 2.2755, 0.4925], [-3.3934, 1.0945, 0.7901], [-2.9179, -0.1560, 1.9322], [-2.4193, 1.5265, 2.2062], [-1.6491, -0.1981, -0.1797], [-0.6297, -0.1078, 1.2861], [-1.2756, 2.1468, -0.7224], [0.6654, 3.2971, 0.2360], [1.1565, 1.7187, 1.0679], [2.1096, -1.2718, -1.2213], [2.3963, -0.0178, -1.5104], [0.5738, -2.8398, -0.3064], [0.8824, -1.6358, -0.5852], [2.6516, -2.1344, -1.5839], [1.7297, 0.7805, -1.2024], [3.3003, 0.2253, -2.0460], [-0.3676, -3.0505, 0.1854], [1.1893, -3.6632, -0.6480], [0.1897, -0.9093, -0.3733]],
  "forces_ev_per_angstrom": [[0.11, -0.27, -0.10], [-0.01, -0.30, -0.27], [-0.02, 0.03, -0.31], [0.02, -0.32, -0.14], [0.00, 0.11, 0.00], [-0.15, 0.07, 0.12], [0.06, 0.00, 0.02], [0.08, -0.06, 0.03], [0.08, 0.19, 0.06], [-0.24, 0.40, 0.44], [0.23, -0.11, -0.40], [-0.23, 0.24, 0.62], [-0.33, -0.25, -0.73], [-0.23, 0.10, 0.27], [-0.52, -0.11, -0.29], [0.19, -0.20, 0.01], [0.24, 0.04, 0.25], [0.11, 0.09, -0.04], [0.04, 0.01, -0.01], [0.00, 0.09, 0.01], [0.27, 0.10, 0.26], [0.29, 0.15, 0.20]],
  "charge": 1,
  "lumo_energy_ha": -0.1950,
  "de_lowest_kcal_mol": 42.0
}

[3]
{
  "formula": "C42H50IrN6O4Sb",
  "method": "ωB97M-V with the def2-TZVPD basis set",
  "symbols": ["Ir", "C", "O", "C", "C", "C", "C", "C", "C", "N", "C", "N", "C", "C", "C", "C", "C", "C", "O", "C", "N", "C", "C", "C", "C", "C", "C", "O", "C", "H", "H", "H", "H", "H", "H", "H", "H", "H", "H", "H", "H", "H", "H", "H", "H", "H", "H", "H", "H", "H", "H", "N", "C", "C", "C", "C", "C", "C", "H", "H", "H", "H", "H", "H", "H", "C", "N", "N", "C", "O", "C", "C", "C", "C", "C", "C", "C", "C", "C", "H", "H", "H", "H", "H", "H", "H", "H", "H", "H", "H", "H", "C", "Sb", "C", "C", "H", "H", "H", "H", "H", "H", "H", "H", "H"],
  "coordinates": [[0.1493, -0.2794, -0.1581], [0.4720, 0.0436, 3.6883], [0.8799, -1.0676, 2.8825], [1.6284, -2.0051, 3.5479], [2.1002, -1.8080, 4.8374], [2.8029, -2.8089, 5.4941], [3.0569, -4.0194, 4.8763], [2.6036, -4.2247, 3.5841], [1.8972, -3.2350, 2.9192], [1.3929, -3.5105, 1.6018], [1.7118, -2.7994, 0.5197], [2.8405, -2.0886, 0.5191], [3.1191, -1.0165, -0.3631], [2.1062, -0.2480, -0.9329], [2.4732, 0.6923, -1.9069], [3.8095, 0.9165, -2.2148], [4.8096, 0.2219, -1.5547], [4.4757, -0.7527, -0.6161], [5.3422, -1.5037, 0.0789], [6.7452, -1.2784, -0.0930], [0.8484, -2.6895, -0.5169], [1.0477, -3.1510, -1.7551], [0.3480, -2.5757, -2.8465], [0.5242, -3.0432, -4.1149], [1.3816, -4.1403, -4.3502], [2.0683, -4.7462, -3.3178], [1.9217, -4.2775, -2.0189], [2.5020, -4.8025, -0.9542], [3.3065, -5.9819, -1.0969], [-0.0427, -0.2986, 4.5870], [-0.2134, 0.6278, 3.0767], [1.3284, 0.6601, 3.9696], [1.9117, -0.8858, 5.3678], [3.1457, -2.6369, 6.5050], [3.5917, -4.8002, 5.3978], [2.7935, -5.1621, 3.0765], [0.6385, -4.1744, 1.5173], [3.5400, -2.2976, 1.2218], [1.7041, 1.1927, -2.4892], [4.0728, 1.6204, -2.9941], [5.8452, 0.4071, -1.8024], [7.2390, -1.8695, 0.6709], [6.9962, -0.2267, 0.0473], [7.0703, -1.6105, -1.0798], [-0.2829, -1.7231, -2.6324], [0.0198, -2.5747, -4.9484], [1.5007, -4.5183, -5.3565], [2.7160, -5.5862, -3.5252], [3.6255, -6.2437, -0.0935], [4.1792, -5.7849, -1.7196], [2.7247, -6.8013, -1.5196], [-1.8431, -1.3610, 0.0070], [-2.5763, -1.2221, 1.2419], [-2.8730, -2.3416, 2.0065], [-3.6187, -2.2118, 3.1678], [-4.0528, -0.9621, 3.5839], [-3.7345, 0.1596, 2.8304], [-3.0007, 0.0332, 1.6619], [-1.6830, -2.3407, -0.2007], [-2.3689, -0.9526, -0.7638], [-2.5532, -3.3225, 1.6699], [-3.8713, -3.0930, 3.7417], [-4.6424, -0.8634, 4.4847], [-4.0661, 1.1363, 3.1587], [-2.7490, 0.9075, 1.0736], [-5.7190, 2.8075, -1.6453], [-4.4562, 2.1201, -1.8348], [-3.3323, 2.4793, -1.1223], [-2.3271, 1.5890, -1.4062], [-1.1671, 1.6102, -0.8552], [-2.8769, 0.6635, -2.3180], [-4.1942, 1.0234, -2.5517], [-5.2228, 0.3599, -3.3943], [-3.3049, 3.7431, -0.4485], [-3.6307, 3.8141, 0.8981], [-3.6713, 5.0509, 1.5256], [-3.3974, 6.2049, 0.8041], [-3.0875, 6.1275, -0.5482], [-3.0430, 4.8945, -1.1812], [-5.6192, 3.8690, -1.8637], [-6.0722, 2.6887, -0.6207], [-6.4499, 2.3795, -2.3229], [-2.3321, -0.1185, -2.8211], [-4.8079, -0.5289, -3.8610], [-5.5707, 1.0296, -4.1820], [-6.0875, 0.0702, -2.7962], [-3.8585, 2.9083, 1.4466], [-3.9370, 5.1153, 2.5721], [-3.4403, 7.1692, 1.2926], [-2.9042, 7.0303, -1.1160], [-2.8351, 4.8282, -2.2424], [2.9976, 4.2589, -0.6112], [1.0461, 3.3328, -0.6898], [0.0620, 4.4988, 0.8233], [0.2774, 4.1232, -2.5310], [2.8447, 5.3295, -0.7514], [3.6458, 3.8668, -1.3900], [3.4379, 4.0745, 0.3661], [-0.2015, 5.4462, 0.3562], [0.7631, 4.6598, 1.6396], [-0.8304, 4.0006, 1.1840], [-0.0222, 5.1523, -2.3396], [-0.5739, 3.5332, -2.8590], [1.0630, 4.0944, -3.2829]],
  "forces_ev_per_angstrom": [[0.20, -0.37, -0.46], [-0.11, 0.14, -0.22], [0.16, -0.23, 0.01], [-0.14, -0.12, -0.09], [0.08, 0.01, 0.19], [0.03, -0.05, -0.03], [0.01, -0.10, 0.05], [0.06, 0.04, -0.06], [0.12, 0.11, 0.03], [-0.14, 0.49, -0.06], [0.40, -0.35, 0.49], [-0.19, 0.08, 0.17], [0.06, 0.04, -0.19], [-0.88, 0.40, 0.58], [0.04, 0.02, -0.10], [-0.10, 0.00, -0.04], [0.14, 0.00, 0.02], [-0.29, -0.07, -0.18], [-0.02, -0.05, 0.08], [0.20, 0.03, -0.04], [-0.12, -0.16, -0.38], [0.11, -0.14, 0.56], [-0.02, 0.04, -0.24], [-0.14, 0.16, 0.17], [0.11, -0.10, 0.07], [0.09, -0.10, -0.17], [-0.02, 0.01, -0.13], [-0.13, 0.12, 0.07], [0.23, -0.27, -0.02], [-0.05, 0.01, -0.06], [0.01, -0.05, -0.01], [-0.03, -0.02, -0.04], [0.02, -0.06, -0.07], [0.01, 0.02, 0.00], [0.02, 0.00, -0.02], [-0.02, -0.02, 0.00], [-0.07, 0.05, -0.11], [-0.05, 0.02, 0.11], [-0.01, -0.01, 0.02], [0.05, 0.01, 0.02], [-0.01, 0.00, 0.01], [-0.02, -0.02, -0.01], [-0.05, -0.01, 0.04], [-0.05, 0.01, 0.00], [-0.03, -0.01, -0.06], [-0.03, -0.02, 0.00], [0.01, 0.01, -0.01], [-0.03, 0.02, 0.00], [-0.01, 0.03, -0.01], [-0.03, 0.07, 0.01], [-0.06, 0.07, 0.01], [0.50, 0.54, -0.16], [-0.24, 0.00, 0.48], [0.07, -0.04, -0.25], [0.03, 0.00, 0.08], [0.01, 0.02, -0.01], [-0.03, -0.06, 0.07], [0.18, 0.02, -0.19], [0.04, -0.02, -0.02], [-0.22, -0.12, 0.03], [-0.03, -0.01, 0.03], [0.02, 0.00, 0.01], [0.01, 0.00, 0.01], [0.00, 0.01, -0.01], [0.02, 0.02, 0.00], [-0.20, 0.22, 0.16], [0.08, -0.12, -0.22], [0.10, -0.13, 0.00], [-0.21, -0.28, -0.02], [0.07, 0.26, 0.05], [0.18, 0.04, -0.08], [0.02, 0.05, 0.17], [-0.06, 0.06, -0.06], [0.09, 0.15, 0.14], [0.06, -0.11, 0.01], [0.00, 0.01, 0.01], [0.01, 0.00, 0.00], [-0.01, 0.02, 0.00], [0.06, -0.05, -0.02], [0.04, -0.03, -0.04], [0.03, -0.03, -0.02], [0.06, -0.05, -0.04], [-0.03, -0.03, 0.01], [0.01, -0.01, 0.01], [0.01, -0.02, -0.01], [0.01, -0.05, -0.01], [-0.03, 0.01, -0.02], [0.02, 0.00, 0.00], [-0.01, 0.00, 0.00], [0.01, 0.00, 0.01], [0.01, -0.03, -0.01], [-0.18, -0.34, 0.02], [0.16, 1.20, -0.05], [0.12, -0.38, -0.07], [0.12, -0.40, 0.20], [-0.10, -0.01, -0.01], [-0.04, -0.02, -0.01], [0.00, -0.01, 0.00], [0.01, 0.02, -0.06], [0.02, -0.01, -0.03], [-0.09, -0.04, -0.02], [0.02, 0.02, 0.05], [-0.01, 0.01, 0.00], [0.01, 0.01, 0.01]],
  "charge": 3,
  "lumo_energy_ha": [-0.2471, -0.3549],
  "de_lowest_kcal_mol": 0.0,
  "spin_multiplicity": 6
}

Record-wise molecular weight values, in g/mol: 834.933; 112.196; 1016.877